[1]
# B5CuF16H4

B5CuF16H4 as an isolated structure in a non-equilibrium geometry (ωB97M-V/def2-TZVPD, OMol25).

The spin multiplicity is 2. As for the net charge: -3. As for the HOMO energy (spin up / spin down): -1.06 / -1.02 eV. The calculation puts the HOMO-LUMO gap (spin up / spin down) at 8.7 / 7.5 eV.

Atoms and positions in Å:
Cu  -0.71  12.98  14.89
H  1.06  11.38  15.89
H  -0.56  11.13  15.01
B  -1.83  13.14  17.42
F  -1.82  12.27  13.29
H  0.87  11.65  13.98
F  -0.51  12.77  17.05
B  -2.63  11.49  12.43
F  2.69  13.71  15.00
F  -2.33  12.27  18.42
F  -2.35  11.80  11.08
B  1.61  14.47  14.62
F  -1.91  14.85  14.50
F  -2.44  10.13  12.64
B  -2.27  16.15  14.12
F  0.77  13.82  13.67
F  -1.92  14.40  17.95
F  -2.52  12.92  16.21
F  -2.17  17.01  15.24
H  0.75  9.92  14.63
F  2.09  15.72  14.19
F  -1.33  16.62  13.15
F  0.67  14.58  15.66
F  -3.56  16.09  13.59
B  0.58  11.03  14.91
F  -3.98  11.79  12.78

=====

[2]
# BBr2H

BBr2H as an isolated structure in a non-equilibrium geometry (ωB97M-V/def2-TZVPD, OMol25).

As for the HOMO energy: -10.53 eV. The calculation puts the HOMO-LUMO gap at 10.0 eV.

Atoms and positions in Å:
Br  -0.41  1.68  -0.33
H  -1.03  -0.83  -0.22
Br  1.64  -0.70  0.39
B  -0.20  -0.15  0.16

=====

[3]
# BBr2H

BBr2H in the gas phase in a non-equilibrium geometry (ωB97M-V/def2-TZVPD, OMol25).

As for the HOMO energy: -10.57 eV. The calculation puts the HOMO-LUMO gap at 10.2 eV.

Atoms and positions in Å:
Br  0.02  1.60  1.31
B  0.01  -0.01  0.01
H  0.78  -0.81  0.30
Br  -0.80  -0.78  -1.61

=====

[4]
# BCdH12O8P

BCdH12O8P as an isolated structure in a non-equilibrium geometry (ωB97M-V/def2-TZVPD, OMol25).

As for the net charge: -2. As for the HOMO energy: 1.67 eV. The calculation puts the HOMO-LUMO gap at 2.7 eV.

Atoms and positions in Å:
O  -1.97  -0.70  2.59
H  -0.32  -1.35  -2.36
H  0.31  2.20  0.58
P  0.64  -2.45  0.58
H  -2.35  -0.11  3.25
O  2.00  1.29  -1.21
H  0.25  0.54  1.51
H  -1.33  1.36  0.92
H  -1.63  -0.10  1.90
H  -1.60  1.80  -1.14
Cd  0.44  0.01  -0.36
O  -1.15  1.01  -1.49
O  1.71  -1.37  0.34
O  -0.61  -1.57  0.13
H  -0.30  1.97  2.42
O  0.79  -3.77  -0.19
O  0.24  -2.85  1.99
H  0.70  -0.76  -3.36
H  2.42  1.98  -0.69
H  2.65  1.04  -1.89
B  -0.28  1.55  1.35
O  0.53  -0.87  -2.42
H  -1.12  1.14  -2.44

=====

[5]
# BCsF6NO4S2

BCsF6NO4S2 as an isolated structure in a non-equilibrium geometry (ωB97M-V/def2-TZVPD, OMol25).

As for the net charge: -1. As for the HOMO energy: -7.32 eV. The calculation puts the HOMO-LUMO gap at 7.1 eV.

Atoms and positions in Å:
O  -2.85  -3.65  -2.00
S  -0.93  -4.70  -0.19
F  2.63  7.88  1.64
F  -1.36  -1.81  -2.44
B  1.50  7.03  1.63
N  -0.69  -3.10  -0.74
Cs  2.79  0.65  1.76
O  -0.65  -3.78  -3.18
F  1.70  6.00  0.83
S  -1.42  -3.39  -2.04
O  -2.01  -4.79  0.82
F  0.41  7.74  1.31
O  -0.63  -5.90  -1.03
F  1.21  6.49  2.79
F  0.31  -4.66  0.83

=====

[6]
# BF4H16O8

A 9-piece molecular cluster, BF4H16O8 overall in a non-equilibrium geometry (ωB97M-V/def2-TZVPD, OMol25).

As for the net charge: -1. As for the HOMO energy: -7.27 eV. The calculation puts the HOMO-LUMO gap at 10.1 eV.

Atoms and positions in Å:
H  -7.39  -23.27  -21.37
H  -7.89  -20.04  -21.09
O  -6.50  -23.41  -21.34
F  -9.33  -23.26  -21.08
F  -9.25  -21.07  -20.80
H  -9.32  -19.31  -22.83
H  -10.80  -19.92  -19.92
H  -11.62  -23.50  -19.97
H  -6.09  -22.95  -22.07
H  -7.61  -18.95  -23.73
O  -12.33  -19.80  -22.61
O  -12.35  -23.65  -19.41
O  -7.80  -19.45  -24.50
H  -8.26  -20.27  -24.30
F  -8.68  -21.84  -22.67
F  -10.96  -21.92  -22.21
H  -6.40  -20.02  -21.52
B  -9.61  -22.04  -21.70
O  -9.91  -18.70  -22.41
O  -7.16  -19.48  -21.18
H  -8.21  -22.69  -17.89
H  -12.23  -23.27  -18.54
O  -9.02  -22.64  -18.35
H  -9.03  -22.37  -19.26
H  -11.48  -19.35  -22.63
O  -11.60  -19.42  -20.08
H  -11.98  -19.64  -20.97
H  -12.04  -20.66  -22.83
H  -9.53  -18.37  -21.62

=====

The calculation returns the following energy relative to the best compared isomer or geometry (same formula, charge and spin) values, one per record and in order: 60.7, 0.0, 46.6, 317.2, 398.9, 94.4 kJ/mol.
The calculation returns the following E_tot values, one per record and in order: -91589.3477, -140778.5875, -140778.1047, -31102.3348, -48885.3304, -28195.4302 eV.